# 1
104
Properties=species:S:1:pos:R:3:lowdin_charge:R:1 method="wB97M-V/def2-TZVPD" relative_energy_kcal_mol=0.0 e_homo_ev="-3.26 / -4.64" total_charge=-1 multiplicity=5
Ru -2.1370 0.0951 -0.4597 1.14
C 1.8647 -6.5063 -0.6975 -0.06
C 2.5872 -5.3402 -1.3877 -0.56
C 2.5300 -5.5506 -2.9111 -0.05
C 4.0549 -5.3622 -0.9418 -0.07
C 1.9148 -4.0059 -1.0689 -0.20
C 0.5360 -3.9014 -0.9618 -0.10
C -0.0383 -2.6603 -0.8047 -0.51
Br -1.9581 -2.5868 -0.5532 0.84
C 0.6565 -1.4236 -0.7947 -0.41
O 0.0518 -0.2880 -0.8119 -0.23
C 2.0856 -1.5592 -0.7827 -0.08
C 2.6409 -2.8211 -0.9435 0.00
C 3.0551 -0.3999 -0.4766 -0.52
C 3.4800 -0.5543 0.9939 -0.04
C 2.4898 1.0161 -0.6537 -0.07
C 4.3127 -0.4878 -1.3585 -0.06
H 2.4329 -7.4293 -0.8342 0.08
H 0.8704 -6.6642 -1.1169 0.07
H 1.7623 -6.3140 0.3719 0.09
H 2.9593 -6.5193 -3.1883 0.08
H 3.0853 -4.7608 -3.4201 0.08
H 1.4962 -5.5119 -3.2581 0.08
H 4.4512 -6.3767 -1.0256 0.08
H 4.1520 -5.0414 0.0972 0.09
H 4.6740 -4.7153 -1.5654 0.08
H -0.1036 -4.7739 -0.9993 0.10
H 3.7200 -2.8930 -0.9556 0.09
H 2.6153 -0.4264 1.6493 0.09
H 4.2251 0.2011 1.2574 0.08
H 3.9036 -1.5456 1.1692 0.08
H 1.6109 1.1760 -0.0363 0.06
H 2.2073 1.1969 -1.6930 0.09
H 3.2601 1.7400 -0.3634 0.07
H 4.9383 -1.3435 -1.0988 0.07
H 4.9172 0.4110 -1.2140 0.08
H 4.0441 -0.5574 -2.4145 0.09
C -1.4650 4.4479 -0.9046 -0.07
C -2.7391 4.9869 -0.7377 -0.07
C -3.8374 4.1559 -0.7553 -0.02
C -3.6742 2.7763 -0.9595 -0.21
N -2.4280 2.2800 -1.0903 -0.01
C -1.3654 3.0815 -1.0575 -0.13
C -4.7824 1.8254 -1.0113 -0.14
C -6.0206 2.1614 -0.4463 -0.06
C -7.0612 1.2658 -0.3630 -0.12
C -6.8779 -0.0421 -0.8268 -0.10
C -5.6864 -0.4050 -1.3992 -0.07
C -4.6123 0.5072 -1.5729 -0.30
H -0.5801 5.0695 -0.9102 0.10
H -2.8676 6.0534 -0.6003 0.10
H -4.8280 4.5725 -0.6412 0.10
H -0.4047 2.5854 -1.1506 0.11
H -6.1560 3.1478 -0.0195 0.09
H -8.0021 1.5587 0.0858 0.09
H -7.6814 -0.7638 -0.7387 0.10
H -5.5457 -1.4166 -1.7583 0.08
C -1.4878 -1.7272 -3.9726 -0.22
Ge -3.3986 -1.3468 -3.6184 0.77
C -4.1980 -0.5428 -5.2566 -0.23
C -4.3370 -3.0788 -3.3879 -0.25
C -3.4432 0.1202 -2.3209 -0.39
H -1.2584 -1.7059 -5.0395 0.01
H -1.2031 -2.7032 -3.5783 0.00
H -0.8824 -0.9732 -3.4651 0.01
H -4.3454 -1.2797 -6.0496 0.00
H -3.5511 0.2502 -5.6366 0.01
H -5.1657 -0.0993 -5.0137 0.01
H -4.0406 -3.7083 -4.2291 0.01
H -5.4202 -2.9554 -3.4184 0.01
H -4.0601 -3.5819 -2.4621 -0.02
H -2.9734 0.9452 -2.8511 0.04
C 4.7033 4.8472 1.6766 -0.06
C 4.0916 3.8268 2.6013 -0.24
C 4.8839 3.2022 3.5582 -0.07
C 4.3421 2.2441 4.4005 -0.09
C 3.0126 1.8879 4.2834 -0.04
C 2.1936 2.5160 3.3420 -0.19
N 0.8610 2.1460 3.1510 0.10
C 0.0004 1.5918 4.0758 -0.17
C 0.2064 1.7409 5.4572 -0.04
C -0.6621 1.1781 6.3712 -0.10
C -1.7756 0.4676 5.9399 -0.11
C -2.0144 0.3522 4.5829 -0.03
C -1.1571 0.9045 3.6371 -0.06
C -1.5298 0.7758 2.1861 -0.60
O -2.4685 -0.0049 1.8766 -0.11
O -0.9396 1.4750 1.3161 -0.08
C 2.7362 3.5049 2.5025 -0.16
C 1.8513 4.1824 1.4899 -0.03
H 5.7862 4.8677 1.7937 0.07
H 4.3197 5.8493 1.8850 0.08
H 4.4739 4.6174 0.6343 0.08
H 5.9354 3.4550 3.6354 0.10
H 4.9642 1.7461 5.1345 0.10
H 2.6038 1.0975 4.8973 0.11
H 0.5123 2.0238 2.1966 0.10
H 1.0504 2.3231 5.7991 0.10
H -0.4658 1.2935 7.4306 0.10
H -2.4541 0.0221 6.6563 0.09
H -2.8901 -0.1700 4.2207 0.11
H 0.8131 4.1682 1.8178 0.08
H 1.8966 3.6716 0.5221 0.08
H 2.1509 5.2196 1.3379 0.07


# 2
16
Properties=species:S:1:pos:R:3:lowdin_charge:R:1 method="wB97M-V/def2-TZVPD" relative_energy_kcal_mol=52.2 e_homo_ev=-9.38 total_charge=0 smiles=N[C@]1(O)C[C@H]1CO multiplicity=1
N 1.4746 -0.2829 1.9635 0.10
C 0.7387 -0.5698 0.7642 -0.57
O 0.2977 -1.8936 0.6022 0.02
C 1.2311 0.1231 -0.4535 -0.03
C -0.0804 0.5535 0.1649 -0.18
C -1.2797 0.3984 -0.7352 -0.24
O -1.0866 1.3323 -1.7886 -0.06
H 1.1806 -0.8886 2.7231 0.08
H 2.4596 -0.4774 1.8063 0.08
H -0.6079 -1.9385 0.9349 0.10
H 2.0874 0.7865 -0.3865 0.11
H 1.1367 -0.4448 -1.3740 0.12
H -0.0581 1.4773 0.7364 0.14
H -1.3366 -0.6290 -1.1291 0.12
H -2.2215 0.6068 -0.2032 0.12
H -1.8524 1.3022 -2.3731 0.09


# 3
23
Properties=species:S:1:pos:R:3:lowdin_charge:R:1 method="wB97M-V/def2-TZVPD" relative_energy_kcal_mol=33.4 e_homo_ev=-8.95 total_charge=0 smiles=Cc1ccccc1.CC multiplicity=1
C -0.2131 1.9630 1.9836 -0.08
C 0.2282 1.7814 0.5789 -0.27
C 0.6685 0.4291 0.3033 -0.08
C 1.4873 0.1212 -0.7495 -0.10
C 1.8472 1.0872 -1.6969 -0.11
C 1.3454 2.3407 -1.5238 -0.09
C 0.4712 2.7129 -0.4449 -0.02
H -0.8128 1.1123 2.3139 0.07
H -0.8129 2.9057 2.1701 0.09
H 0.6608 2.0173 2.6656 0.09
H 0.3981 -0.3214 1.1042 0.11
H 1.9237 -0.8729 -0.7500 0.10
H 2.6930 0.8757 -2.3626 0.11
H 1.5447 3.1172 -2.2393 0.09
H -0.0665 3.6150 -0.3533 0.09
C -2.0214 -2.8964 -0.5470 -0.19
C -0.7737 -2.7411 0.2641 -0.20
H -2.8356 -2.0516 -0.3715 0.11
H -1.7931 -3.1843 -1.5950 0.06
H -2.5496 -3.8030 -0.0918 0.07
H 0.1101 -3.2435 -0.0962 0.06
H -0.9896 -3.2530 1.2140 0.08
H -0.5099 -1.7116 0.2242 0.00